Formula: H18O9
Source: OMol25
Level of theory: ωB97M-V/def2-TZVPD

The geometry in XYZ format:
```
27
Properties=species:S:1:pos:R:3:forces:R:3:nbo_charge:R:1
O 19.8599 -31.6429 -13.4883 -0.11 -0.09 -0.14 -0.952
O 21.1888 -29.4681 -15.7995 -0.04 0.28 -0.02 -0.984
O 22.6631 -31.9170 -14.5789 -0.05 -0.18 -0.09 -0.985
O 21.9213 -34.6638 -13.9570 -0.03 -0.27 -0.29 -0.934
O 22.3612 -30.1730 -18.3948 -0.24 0.27 -0.11 -0.967
O 25.0514 -31.3468 -17.9863 -0.08 0.06 -0.08 -0.937
O 22.2215 -32.8738 -17.1626 0.13 -0.19 -0.40 -0.969
O 21.4023 -28.3144 -13.0364 0.11 0.12 -0.04 -0.941
O 24.4286 -29.5592 -15.1280 -0.12 -0.04 0.09 -0.941
H 22.6948 -33.5347 -17.6805 -0.02 -0.16 0.11 0.490
H 22.2343 -33.9878 -14.5698 0.04 0.04 0.42 0.474
H 19.2828 -32.3960 -13.6369 -0.05 0.00 0.05 0.451
H 24.4783 -31.7385 -17.3186 0.16 -0.01 0.19 0.474
H 20.3126 -29.1140 -15.6141 -0.08 -0.14 0.08 0.482
H 20.7085 -31.8794 -13.8915 0.22 0.20 0.08 0.492
H 23.6625 -29.1622 -14.6993 0.02 0.20 -0.04 0.470
H 21.2999 -29.3899 -16.7582 0.23 -0.16 -0.03 0.502
H 21.2932 -33.1218 -17.2391 -0.08 0.14 0.02 0.502
H 23.1435 -29.6924 -18.6802 0.08 -0.05 0.00 0.481
H 22.6788 -31.0558 -18.1774 -0.16 0.06 0.13 0.484
H 20.9681 -34.5520 -13.9227 -0.02 0.03 0.08 0.459
H 23.0612 -31.0465 -14.7013 0.09 -0.04 0.06 0.494
H 22.2502 -28.2327 -12.5915 -0.01 0.00 0.07 0.463
H 24.4814 -29.1066 -15.9756 0.02 -0.05 -0.07 0.480
H 21.6062 -28.5756 -13.9423 -0.10 -0.11 -0.06 0.473
H 22.5894 -32.2406 -15.4873 -0.05 0.18 0.01 0.476
H 24.9064 -31.8580 -18.7883 0.11 -0.06 -0.02 0.467
```
Positions in Å, forces in eV/Å.

Values from the calculation:
Energy relative to the best compared isomer or geometry (same formula, charge and spin) = 2.269 eV
HOMO energy = -10.80 eV
Gap between HOMO and LUMO = 0.3811 Ha
F_max = 0.0090 Eh/bohr
E = -687.94242 a.u.
SMILES = O.O.O.O.O.O.O.O.O

***

Formula: C3H7O3
Source: OMol25
Level of theory: ωB97M-V/def2-TZVPD

The geometry in XYZ format:
```
13
Properties=species:S:1:pos:R:3:forces:R:3:nbo_charge:R:1
O 2.2716 0.1301 -0.1192 0.04 -0.54 -0.29 -0.765
O -0.4685 0.6248 -0.8521 0.43 0.06 0.15 -0.833
O -1.6722 -0.5822 -2.3168 0.09 0.03 0.38 -0.773
C -1.2809 -0.2786 -1.1666 -0.29 -0.27 -0.64 0.766
C -1.8626 -1.0998 0.0026 0.69 -0.32 -0.14 -0.740
C 1.9456 1.0789 0.8526 -1.11 0.65 0.22 -0.245
H 1.6315 0.6599 1.8256 0.25 -0.25 -0.20 0.133
H 1.0868 1.6760 0.5184 0.18 -0.06 0.04 0.206
H 2.7684 1.7632 1.0332 0.44 -0.03 -0.04 0.140
H 1.4514 -0.0543 -0.6261 0.10 0.41 0.35 0.511
H -1.0881 -1.7652 0.4190 -0.06 0.21 -0.20 0.197
H -2.6592 -1.7330 -0.3775 -0.32 0.13 0.28 0.201
H -2.1239 -0.4198 0.8070 -0.43 -0.02 0.10 0.201
```
Positions in Å, forces in eV/Å.

Values from the calculation:
Energy relative to the best compared isomer or geometry (same formula, charge and spin) = 0.754 eV
HOMO energy = -4.24 eV
Gap between HOMO and LUMO = 0.3070 Ha
F_max = 0.0255 Eh/bohr
E = -344.28249 a.u.
Net charge = -1

***

Formula: C43H45N5OPdS
Source: OMol25
Level of theory: ωB97M-V/def2-TZVPD

The geometry in XYZ format:
```
96
Properties=species:S:1:pos:R:3:forces:R:3:lowdin_charge:R:1
Pd 0.2605 0.3808 0.6000 -0.27 0.15 -0.04 0.374
S 2.7093 -1.3480 -2.8024 -0.03 0.00 0.07 1.057
O -0.7767 -2.5416 -1.4296 0.21 0.16 -0.17 0.083
N -1.4460 -4.0673 0.1894 0.02 -0.07 0.05 0.052
N -0.4074 1.0531 3.7117 0.05 -0.07 0.03 0.051
N -2.5780 -4.8909 0.3634 0.05 -0.07 0.07 -0.098
N -2.0064 0.1041 1.2281 0.35 0.07 0.09 0.045
N 1.1070 0.6490 -3.1659 -0.03 0.03 0.02 0.133
C -4.1294 -1.6692 2.3193 0.03 -0.04 0.00 -0.213
C -2.0807 2.2817 -1.2356 0.01 -0.01 -0.01 -0.105
C 3.9846 1.4551 -1.5493 -0.01 0.03 -0.02 -0.114
C 0.7883 -0.3059 -4.1098 -0.04 0.00 0.02 -0.300
C 2.8140 1.8893 0.8943 -0.08 0.01 0.07 -0.164
C -2.1897 -6.2825 0.5938 -0.01 0.02 0.01 -0.044
C 4.6917 2.1671 -0.5972 0.04 0.01 -0.04 -0.158
C -0.2509 -0.1819 -5.0336 -0.06 -0.02 0.02 0.032
C -2.6267 -2.3300 -6.7517 -0.02 -0.02 0.03 -0.056
C -3.3714 -4.7004 -0.7746 0.02 0.03 -0.06 -0.298
C -4.0331 -0.5281 -1.8110 -0.01 0.02 0.00 -0.069
C -4.6344 -5.4779 -0.9175 0.00 0.03 0.01 -0.031
C -1.9358 0.8015 -1.5829 -0.08 0.03 -0.07 -0.243
C -3.0290 -0.3753 0.3841 0.04 -0.02 -0.08 -0.174
C 1.3046 -2.5053 -4.9772 -0.04 -0.07 -0.03 -0.093
C -2.4175 0.7743 2.2588 -0.08 0.01 -0.01 -0.131
C -5.2828 -1.0625 3.1197 0.00 0.00 0.02 -0.099
C -1.4219 2.1812 5.4243 -0.01 0.02 0.00 -0.167
C -0.2347 1.6108 4.9086 0.00 0.00 0.00 -0.252
C 0.2605 -2.3700 -5.8724 0.03 0.02 -0.03 -0.063
C -0.7955 -3.5847 1.3630 0.11 0.03 0.06 -0.173
C -0.6981 -3.4621 3.7669 -0.07 -0.02 0.03 -0.110
C -1.1147 -1.1295 -8.3430 0.00 -0.01 0.01 -0.059
C -2.5215 0.1408 -6.7352 0.02 0.01 0.00 -0.072
C -4.0634 -1.1943 0.8847 0.02 0.00 -0.01 -0.170
C -1.5668 -3.3479 -1.0109 -0.06 0.04 -0.10 -0.412
C 2.0294 1.1458 -0.0320 0.18 -0.26 -0.12 -0.223
C -1.7241 1.2487 3.4093 0.01 -0.03 -0.05 -0.364
C -2.3856 1.9462 4.4496 -0.02 -0.01 0.00 -0.123
C 4.0810 2.3851 0.6356 -0.01 0.02 0.04 -0.152
C -1.2836 -3.9625 2.6126 -0.07 0.09 0.05 -0.072
C -1.6874 -1.1277 -6.9183 0.00 0.01 -0.01 -0.563
C 1.5654 -1.4713 -4.0865 -0.05 -0.01 0.06 -0.492
C 0.3638 -2.5791 3.6895 0.03 0.06 -0.01 -0.102
C -2.8309 -3.7970 -1.5957 -0.04 -0.04 -0.03 0.066
C 0.3023 -2.7219 1.2761 -0.17 -0.20 -0.03 -0.036
C -3.0114 -0.0593 -0.9946 0.02 0.04 -0.02 -0.168
C 2.6934 0.9844 -1.2784 0.09 0.11 0.09 -0.310
C -5.0689 -1.6370 0.0246 -0.02 -0.01 -0.02 -0.088
C 0.8533 -2.2149 2.4440 0.01 0.05 -0.01 -0.096
C 2.0595 0.2496 -2.3961 -0.09 -0.06 0.16 -0.523
C -0.5385 -1.2127 -5.9113 0.01 0.01 -0.02 -0.186
C -5.0722 -1.3056 -1.3170 0.00 0.02 0.04 -0.131
H -3.3517 0.1390 -7.4468 0.01 0.00 0.00 0.078
H 5.6875 2.5428 -0.8077 0.00 0.00 -0.01 0.071
H -3.0560 -2.3430 -5.7475 0.02 0.00 -0.01 0.087
H -5.8605 -1.6581 -1.9738 -0.01 -0.01 -0.01 0.085
H 4.4283 1.2656 -2.5238 0.01 0.01 -0.01 0.088
H -3.0390 2.6862 -1.5811 -0.01 0.01 0.00 0.060
H -1.5370 -6.3307 1.4615 0.01 0.01 0.02 0.075
H -0.9474 0.4686 -1.2134 0.02 -0.04 0.00 0.031
H -2.1069 -3.2764 -6.9062 0.00 0.01 0.01 0.070
H -3.4316 2.2259 4.4641 0.00 0.00 0.00 0.072
H 1.6374 -1.4744 2.3529 0.00 0.02 -0.02 0.087
H -1.6605 -6.6951 -0.2742 0.00 0.00 0.00 0.096
H -1.9196 -1.0689 -9.0825 0.00 0.00 0.01 0.075
H -1.1157 -3.7316 4.7308 0.00 -0.01 -0.01 0.090
H -3.1877 -1.4744 2.8270 0.06 -0.01 0.02 0.098
H 0.6874 -2.3888 0.3226 -0.08 0.03 -0.03 0.079
H -5.1742 0.0191 3.2076 0.01 0.00 0.00 0.059
H -5.2633 -5.0044 -1.6694 0.01 -0.01 -0.01 0.079
H -4.4418 -6.5080 -1.2277 -0.01 0.00 0.01 0.074
H -5.8550 -2.2695 0.4295 -0.01 -0.01 0.00 0.100
H 2.3902 2.0728 1.8764 -0.02 -0.01 0.00 0.062
H -2.9358 0.2003 -5.7273 -0.01 0.00 -0.01 0.082
H -5.1794 -5.4994 0.0275 0.00 0.00 0.01 0.082
H -0.8358 0.7267 -5.0029 0.01 0.01 0.01 0.104
H 1.8888 -3.4174 -4.9541 0.00 0.01 -0.01 0.098
H -3.4875 1.0224 2.2966 0.01 0.01 -0.01 0.114
H -1.9297 1.0406 -6.9120 0.00 0.00 0.01 0.083
H -3.0842 -6.8718 0.7943 0.00 0.00 0.00 0.080
H 0.7705 -2.1295 4.5847 0.03 0.01 0.02 0.094
H -1.5435 2.6944 6.3690 0.00 0.00 0.00 0.052
H -0.4475 -0.2771 -8.4854 0.00 0.00 0.00 0.086
H -1.2670 2.8461 -1.6953 0.00 0.00 -0.01 0.064
H -0.5412 -2.0384 -8.5336 0.00 0.00 -0.01 0.073
H -4.0069 -0.2634 -2.8641 0.01 0.00 0.00 0.097
H -2.1648 -4.5824 2.6891 -0.03 -0.01 -0.01 0.089
H 0.7409 1.6021 5.3844 -0.01 -0.01 -0.01 0.068
H -1.9433 0.6740 -2.6696 -0.01 -0.02 -0.03 0.085
H -6.2447 -1.2624 2.6396 0.01 0.00 0.00 0.059
H 0.0557 -3.1890 -6.5532 0.00 0.01 0.01 0.095
H -5.3129 -1.4771 4.1305 0.00 0.00 0.00 0.065
H -3.2495 -3.3700 -2.4913 0.00 -0.03 0.03 0.114
H 4.6083 2.9426 1.4064 0.00 -0.01 0.00 0.076
H -4.2517 -2.7571 2.3010 0.00 -0.05 0.02 0.099
H -3.4459 -2.2719 -7.4750 0.01 0.00 0.00 0.076
H -1.9995 2.4271 -0.1580 -0.01 0.00 0.01 0.052
```
Positions in Å, forces in eV/Å.

Values from the calculation:
Energy relative to the best compared isomer or geometry (same formula, charge and spin) = 0.203 eV
HOMO energy = 0.68 eV
Gap between HOMO and LUMO = 0.1172 Ha
F_max = 0.0071 Eh/bohr
E = -2540.62573 a.u.
Net charge = -2